Version A
ORCA calculation (ωB97M-V/def2-TZVPD) on C3H7N3S in the gas phase.

Geometry as ORCA input:
```
! RIJCOSX wB97M-V def2-TZVPD def2/J DEFGRID3
* xyz 0 1
C -0.812 0.500 -0.718
C 0.110 0.918 0.399
C 1.542 1.066 -0.041
H -2.203 -2.092 0.146
H -1.624 -0.943 1.142
H -0.845 1.179 -1.602
H 0.033 0.319 1.311
H -0.174 1.932 0.684
H 1.937 2.071 -0.214
H 0.690 -1.588 -0.008
N -1.498 -1.417 0.266
N -1.508 -0.553 -0.803
N 2.338 0.136 -0.332
S 2.014 -1.527 -0.232
*
```

Properties
orbital gap = 9.71 eV
SMILES string = N/N=C\C/C=N\S

=====

Version B
ORCA calculation (ωB97M-V/def2-TZVPD) on C3H7N3S in the gas phase.

Geometry as ORCA input:
```
! RIJCOSX wB97M-V def2-TZVPD def2/J DEFGRID3
* xyz 0 1
C 2.131 -1.438 -0.384
C 0.088 -1.170 0.614
C -1.223 0.698 0.699
H 2.057 -1.257 -1.512
H 3.128 -1.016 -0.134
H 1.925 -2.448 0.175
H 1.115 1.320 -0.865
H 2.258 1.302 0.648
H 0.115 -2.189 0.652
H -1.644 1.325 1.545
N 1.194 -0.498 0.234
N 1.317 0.893 0.201
N -0.884 -0.613 0.977
S -1.645 0.997 -0.998
*
```

Properties
orbital gap = 8.37 eV
SMILES string = CN(N)/C=N\C=S

=====

Taking the most stable structure as the zero point, the relative energies in kJ/mol are version A 0.0; version B 188.3.

=====

Version A
ORCA calculation (ωB97M-V/def2-TZVPD) on 2 unconnected molecules or ions with the total composition C6H10N3OS.

Geometry as ORCA input:
```
! RIJCOSX wB97M-V def2-TZVPD def2/J DEFGRID3
* xyz 1 1
C 1.152 -1.411 -0.976
C -1.212 -0.761 -0.363
C 0.776 -1.927 2.499
C -0.213 -1.101 -1.525
C 0.444 -1.511 1.248
C 1.491 2.931 -0.026
N 1.430 -1.569 0.247
N -0.891 -1.119 0.899
N -2.451 -0.324 -0.464
O 1.194 -2.492 3.400
S 0.007 1.858 0.570
H 2.036 -1.473 -1.608
H -1.030 2.523 0.111
H 0.006 -0.267 -2.185
H -0.646 -1.981 -1.996
H 2.029 2.514 -0.941
H 2.173 3.222 0.826
H 0.939 3.866 -0.304
H -1.560 -1.053 1.557
H -2.773 0.026 -1.369
H -2.905 0.049 0.398
*
```

Properties
orbital gap = 8.54 eV

=====

Version B
ORCA calculation (ωB97M-V/def2-TZVPD) on a gas-phase ion, C6H10N3OS (charge +1).

Geometry as ORCA input:
```
! RIJCOSX wB97M-V def2-TZVPD def2/J DEFGRID3
* xyz 1 1
C 1.207 -0.837 -0.857
C -1.532 0.057 -0.377
C -1.458 -0.728 0.908
C -0.711 1.471 -0.506
C -0.141 -1.330 1.089
C 0.984 1.464 1.332
N 0.719 -1.486 0.149
N 0.583 1.320 0.085
N 1.492 -1.337 -2.033
O 1.335 0.487 -0.738
S 2.502 1.351 1.945
H -1.037 -0.536 -1.147
H -2.484 0.113 -0.772
H -1.436 -0.049 1.781
H -2.167 -1.487 1.264
H -0.530 1.639 -1.580
H -1.353 2.314 -0.073
H 0.004 -1.566 2.132
H 0.291 2.056 1.954
H 1.796 -2.317 -1.950
H 1.937 -0.598 -2.606
*
```

Properties
orbital gap = 7.62 eV
SMILES string = [NH2+]=C1/N=C\CCCN(C=S)O1

=====

Taking the most stable structure as the zero point, the relative energies in kJ/mol are version A 0.0; version B 139.0.

=====

Version A
ORCA calculation (ωB97M-V/def2-TZVPD) on 2 unconnected molecules or ions with the total composition C2H6NO3.

Geometry as ORCA input:
```
! RIJCOSX wB97M-V def2-TZVPD def2/J DEFGRID3
* xyz -1 1
O -1.481 -1.791 0.204
C -0.663 -0.867 0.068
O 0.306 -0.559 0.973
C -0.824 0.053 -1.297
N -0.089 1.416 -1.089
H -1.864 0.299 -1.624
H -0.401 -0.386 -2.153
H -0.489 1.776 -0.271
H 0.847 1.192 -0.834
H 2.297 1.016 1.872
H 1.459 0.401 0.873
O 2.138 1.185 0.965
*
```

Properties
orbital gap = 8.81 eV

=====

Version B
ORCA calculation (ωB97M-V/def2-TZVPD) on 2 unconnected molecules or ions with the total composition C2H6NO3.

Geometry as ORCA input:
```
! RIJCOSX wB97M-V def2-TZVPD def2/J DEFGRID3
* xyz -1 1
C 0.559 -0.666 0.617
N -0.526 0.364 0.661
C -1.708 0.063 1.377
O -2.570 0.894 1.266
O -1.751 -0.951 2.068
H 0.646 -1.076 -0.442
H 0.366 -1.567 1.129
H 1.436 -0.140 0.910
H -0.377 1.097 0.163
H 0.599 0.912 -2.786
H 1.834 0.453 -2.028
O 1.492 0.617 -2.935
*
```

Properties
orbital gap = 7.30 eV

=====

Taking the most stable structure as the zero point, the relative energies in kJ/mol are version A 0.0; version B 40.0.

=====

Version A
ORCA calculation (ωB97M-V/def2-TZVPD) on 2 unconnected molecules or ions with the total composition C9H11O3.

Geometry as ORCA input:
```
! RIJCOSX wB97M-V def2-TZVPD def2/J DEFGRID3
* xyz -1 1
C -0.415 1.473 3.677
C -1.011 -0.068 -0.307
C -2.040 -0.116 0.633
C 0.231 0.416 0.098
C -1.850 0.375 1.922
C 0.424 0.937 1.367
C -0.619 0.902 2.288
O -1.257 -0.437 -1.573
H -0.427 -0.264 -2.122
H -2.972 -0.635 0.427
H 0.972 0.482 -0.692
H -2.675 0.423 2.623
H 1.361 1.428 1.604
H -1.068 1.020 4.425
H -0.698 2.528 3.693
H 0.601 1.355 4.055
C 1.823 -1.850 -2.716
C 1.436 -0.769 -3.753
O 0.334 -0.181 -3.554
O 2.243 -0.573 -4.675
H 1.021 -2.594 -2.760
H 1.825 -1.542 -1.664
H 2.762 -2.311 -2.999
*
```

Properties
orbital gap = 7.79 eV

=====

Version B
ORCA calculation (ωB97M-V/def2-TZVPD) on a molecular structure, C9H11O3.

Geometry as ORCA input:
```
! RIJCOSX wB97M-V def2-TZVPD def2/J DEFGRID3
* xyz -1 1
C -1.934 0.549 -3.468
C 0.452 -0.845 -0.214
C 0.690 0.434 -0.799
C -0.666 -1.612 -0.648
C -0.038 0.822 -1.912
C -1.380 -1.234 -1.768
C -1.070 -0.001 -2.363
O 1.102 -1.265 0.827
H 1.888 -0.613 1.409
H 1.443 1.136 -0.456
H -0.648 -2.514 -0.049
H 0.030 1.849 -2.243
H -2.375 -1.584 -2.054
H -1.651 1.520 -3.862
H -2.957 0.868 -3.115
H -2.155 -0.221 -4.214
C 0.731 0.299 3.776
C 2.154 0.570 3.330
O 2.966 0.933 4.174
O 2.388 0.371 2.071
H 0.492 -0.750 3.646
H 0.059 0.828 3.116
H 0.480 0.459 4.815
*
```

Properties
orbital gap = 7.45 eV

=====

Taking the most stable structure as the zero point, the relative energies in kJ/mol are version A 0.0; version B 66.3.

=====

Version A
ORCA calculation (ωB97M-V/def2-TZVPD) on a molecular structure, C9H11O3.

Geometry as ORCA input:
```
! RIJCOSX wB97M-V def2-TZVPD def2/J DEFGRID3
* xyz -1 1
C -3.184 -1.580 -1.802
C -3.217 -0.890 -0.465
O -2.255 -1.314 0.329
O -4.089 -0.101 -0.162
H -2.187 -1.357 -2.225
H -3.997 -1.296 -2.457
H -2.964 -2.642 -1.659
C 4.479 0.546 -0.460
C 0.664 0.076 -0.525
C 0.297 0.519 0.758
C 2.018 0.070 -0.887
C 3.034 0.545 -0.105
C 1.354 1.124 1.543
C 2.654 1.084 1.165
O -0.898 0.465 1.265
H -0.046 -0.365 -1.211
H 2.315 -0.200 -1.904
H 0.926 1.593 2.425
H -1.540 -0.519 0.748
H 4.997 1.514 -0.393
H 4.651 0.149 -1.464
H 3.494 1.397 1.784
H 5.099 -0.037 0.236
*
```

Properties
orbital gap = 7.20 eV

=====

Version B
ORCA calculation (ωB97M-V/def2-TZVPD) on 2 unconnected molecules or ions with the total composition C9H11O3.

Geometry as ORCA input:
```
! RIJCOSX wB97M-V def2-TZVPD def2/J DEFGRID3
* xyz -1 1
C 1.891 -1.451 -0.483
C -0.081 0.607 2.643
C 0.835 -0.358 3.024
C -0.101 1.163 1.368
C 1.530 -0.962 1.942
C 0.686 0.605 0.384
C 1.430 -0.551 0.626
O -0.921 1.255 3.578
H -1.327 0.542 4.045
H 1.127 -0.652 4.018
H -0.812 1.965 1.242
H 2.357 -1.617 2.195
H 0.681 1.224 -0.506
H 2.687 -1.126 -1.150
H 1.034 -1.777 -1.056
H 2.301 -2.392 -0.078
C -2.093 0.506 -3.796
C -1.606 0.473 -2.264
O -1.207 1.576 -1.826
O -1.846 -0.569 -1.622
H -2.944 -0.154 -3.947
H -1.295 0.138 -4.436
H -2.326 1.556 -3.901
*
```

Properties
orbital gap = 7.35 eV

=====

Taking the most stable structure as the zero point, the relative energies in kJ/mol are version A 0.0; version B 89.0.

=====

Version A
ORCA calculation (ωB97M-V/def2-TZVPD) on 2 unconnected molecules or ions with the total composition C3H2N2O.

Geometry as ORCA input:
```
! RIJCOSX wB97M-V def2-TZVPD def2/J DEFGRID3
* xyz 0 1
C -0.457 -0.527 -1.394
C 0.059 -1.034 2.458
C 0.119 0.691 -0.990
N -0.665 -1.617 -1.766
N 0.896 1.012 -0.055
O -0.868 -0.450 2.779
H -0.057 1.544 -1.704
H 0.973 0.382 0.672
*
```

Properties
orbital gap = 10.88 eV

=====

Version B
ORCA calculation (ωB97M-V/def2-TZVPD) on C3H2N2O in the gas phase.

Geometry as ORCA input:
```
! RIJCOSX wB97M-V def2-TZVPD def2/J DEFGRID3
* xyz 0 1
C -0.972 -0.103 -0.010
C -0.054 1.056 0.100
C 1.032 -0.786 -0.076
H -0.501 1.999 0.155
H 1.809 -1.315 -0.011
N 1.128 0.555 -0.138
N -0.223 -1.253 0.094
O -2.220 -0.153 -0.114
*
```

Properties
orbital gap = 8.27 eV
SMILES string = O=C1C=NC=N1

=====

Version C
ORCA calculation (ωB97M-V/def2-TZVPD) on C3H2N2O in the gas phase.

Geometry as ORCA input:
```
! RIJCOSX wB97M-V def2-TZVPD def2/J DEFGRID3
* xyz 0 1
C -1.675 -0.904 0.022
C -0.138 0.707 0.135
C 1.341 -0.010 0.032
N -2.301 -1.825 -0.145
N -1.294 0.307 0.115
O 0.514 1.770 -0.019
H 1.938 -0.072 0.867
H 1.615 0.027 -1.007
*
```

Properties
orbital gap = 8.60 eV

=====

Taking the most stable structure as the zero point, the relative energies in kJ/mol are version A 0.0; version B 80.0; version C 225.1.

=====

Version A
ORCA calculation (ωB97M-V/def2-TZVPD) on 2 unconnected molecules or ions with the total composition C2H2O4.

Geometry as ORCA input:
```
! RIJCOSX wB97M-V def2-TZVPD def2/J DEFGRID3
* xyz 0 1
C 1.827 -0.250 -0.188
C -0.999 0.334 -0.288
O 2.587 -0.092 0.638
O -0.875 1.411 0.266
O 0.975 -0.342 -0.941
O -1.156 -0.815 0.490
H -1.279 0.344 -1.383
H -1.079 -0.591 1.406
*
```

Properties
orbital gap = 11.23 eV
SMILES string = O=C=O.O=CO

=====

Version B
ORCA calculation (ωB97M-V/def2-TZVPD) on C2H2O4 in the gas phase.

Geometry as ORCA input:
```
! RIJCOSX wB97M-V def2-TZVPD def2/J DEFGRID3
* xyz 0 1
C 0.462 -0.507 0.094
C -1.076 -0.338 0.041
H 2.091 0.634 -0.420
H -0.539 1.415 0.460
O 1.117 0.651 -0.151
O 1.113 -1.527 0.084
O -1.298 0.915 0.051
O -1.870 -1.242 -0.159
*
```

Properties
orbital gap = 10.87 eV
SMILES string = O=C(O)C(=O)O

=====

Taking the most stable structure as the zero point, the relative energies in kJ/mol are version A 0.0; version B 55.8.

=====

Version A
ORCA calculation (ωB97M-V/def2-TZVPD) on 2 unconnected molecules or ions with the total composition CH4O4P2.

Geometry as ORCA input:
```
! RIJCOSX wB97M-V def2-TZVPD def2/J DEFGRID3
* xyz -2 3
C -0.478 0.368 -0.574
O 2.334 -0.724 3.318
O 0.660 0.767 2.075
O 1.096 -1.628 1.300
O 2.968 0.143 0.929
P 0.427 1.766 -0.716
P 1.960 -0.320 1.939
H -1.168 0.356 0.324
H 0.667 -1.361 0.482
H -0.608 -0.600 -1.209
H 0.620 1.178 1.171
*
```

Properties
orbital gap (spin up / spin down) = 4.61 / 7.57 eV

=====

Version B
ORCA calculation (ωB97M-V/def2-TZVPD) on a gas-phase ion, CH4O4P2 (charge -2).

Geometry as ORCA input:
```
! RIJCOSX wB97M-V def2-TZVPD def2/J DEFGRID3
* xyz -2 3
C -0.374 0.259 0.578
O 1.099 -0.253 -2.893
O 2.194 -1.196 -0.747
O 1.532 -2.709 -2.842
O -0.236 -1.992 -1.316
P -0.387 -1.607 0.527
P 1.117 -1.501 -2.069
H 0.467 1.051 0.291
H -0.947 0.459 1.522
H -1.220 0.505 -0.098
H 1.702 -1.227 0.051
*
```

Properties
orbital gap (spin up / spin down) = 3.46 / 7.33 eV

=====

Taking the most stable structure as the zero point, the relative energies in kJ/mol are version A 0.0; version B 60.9.